{"formula": "C6H18AgKN6O7", "method": "the ωB97M-V functional and the def2-TZVPD basis", "homo_lumo_gap_ha": [0.13526, 0.21028], "total_energy_ha": -1841.49602, "multiplicity": 3, "max_force_ev_per_a": 7.790, "total_charge": 0, "elements": ["Ag", "K", "O", "O", "O", "O", "O", "O", "O", "N", "N", "N", "N", "N", "N", "C", "C", "C", "C", "C", "C", "H", "H", "H", "H", "H", "H", "H", "H", "H", "H", "H", "H", "H", "H", "H", "H", "H", "H"], "coordinates": [[1.35, -1.76, 1.11], [-3.24, -1.13, -0.75], [-0.76, 2.18, -2.50], [-2.93, -0.99, 4.19], [1.73, -3.25, -0.58], [0.47, 0.33, 1.02], [-1.23, 0.95, -0.11], [-0.39, -1.05, -0.34], [2.13, 3.31, 4.61], [2.75, 1.58, 3.24], [1.78, -4.46, -2.48], [0.45, -2.86, -2.23], [-1.49, 0.38, 3.20], [-3.32, -0.13, 2.15], [0.78, 2.47, 3.01], [-0.35, 0.12, 0.12], [1.89, 2.52, 3.64], [-0.65, 1.28, -3.60], [-2.58, -0.32, 3.24], [1.34, -3.56, -1.70], [0.58, 1.73, -4.35], [-1.51, 1.23, -4.27], [-4.24, -0.53, 2.00], [0.00, 2.98, 3.41], [1.45, 1.79, -3.70], [-1.02, 0.38, 4.09], [1.62, -4.16, -3.43], [-1.18, 1.75, -1.75], [0.15, -2.12, -1.63], [0.45, 2.75, -4.72], [2.66, 1.15, 2.33], [3.61, 1.42, 3.75], [-0.16, -3.35, -2.87], [0.68, 1.68, 2.38], [2.62, -4.77, -2.02], [0.83, 1.13, -5.22], [-2.76, 0.43, 1.52], [-0.96, 0.62, 2.38], [-0.54, 0.30, -3.12]], "nbo_charge": [0.383, 0.982, -0.746, -0.663, -0.757, -0.658, -0.790, -0.787, -0.710, -0.843, -0.810, -0.833, -0.844, -0.898, -0.827, 0.940, 0.752, -0.064, 0.754, 0.757, -0.626, 0.146, 0.399, 0.412, 0.219, 0.420, 0.402, 0.492, 0.432, 0.216, 0.391, 0.407, 0.372, 0.405, 0.419, 0.201, 0.400, 0.411, 0.144]}

---

{"formula": "C11H15BeBrCaF2LiNO9S2", "method": "the ωB97M-V functional and the def2-TZVPD basis", "homo_lumo_gap_ha": 0.04675, "total_energy_ha": -5428.80462, "max_force_ev_per_a": 7.297, "total_charge": 2, "elements": ["Br", "Ca", "S", "S", "F", "F", "O", "O", "O", "O", "O", "O", "O", "O", "O", "N", "C", "C", "C", "C", "C", "C", "C", "C", "C", "C", "C", "Be", "Li", "H", "H", "H", "H", "H", "H", "H", "H", "H", "H", "H", "H", "H", "H", "H"], "coordinates": [[-3.78, 0.78, -3.10], [-2.11, 1.66, -5.06], [-2.64, 2.26, -1.39], [1.17, 2.26, -1.33], [7.15, 1.66, 4.73], [9.54, 0.12, 3.00], [6.24, -4.36, 1.54], [2.25, -2.34, 0.06], [7.26, -1.83, 1.69], [-7.70, 1.20, -0.92], [-1.08, -1.48, -2.81], [3.29, 0.18, 0.12], [-8.15, 2.51, 0.88], [2.67, 1.72, -0.79], [-6.70, 3.22, -0.58], [0.01, 1.24, -0.52], [3.40, -2.24, 0.42], [-1.19, 1.48, -1.10], [5.47, -3.27, 1.20], [5.31, -0.76, 0.90], [4.21, -3.42, 0.79], [-9.08, 1.51, 1.33], [6.11, -1.93, 1.29], [4.05, -0.90, 0.49], [-5.98, 3.03, -1.79], [-7.54, 2.20, -0.27], [-1.08, -1.80, -1.52], [6.84, -5.97, 3.14], [7.14, -0.76, 3.66], [-5.34, 2.14, -1.72], [-1.92, -2.43, -1.16], [3.33, 1.78, -1.53], [-6.66, 2.95, -2.64], [7.11, -3.99, 1.80], [-8.56, 0.57, 1.52], [-9.88, 1.38, 0.61], [-9.51, 1.86, 2.27], [1.07, 3.59, -0.90], [5.79, 0.21, 0.96], [-0.22, -2.38, -1.14], [-1.11, -0.97, -0.79], [3.74, -4.39, 0.72], [2.42, -0.19, -0.13], [-5.34, 3.90, -1.94]], "nbo_charge": [-0.633, 1.813, 0.339, 1.038, -0.512, -0.464, -0.719, -0.484, -0.571, -0.633, -0.616, -0.637, -0.485, -0.742, -0.497, -0.689, 0.469, 0.121, 0.339, -0.366, -0.335, -0.260, 0.459, 0.309, -0.254, 0.978, -0.251, 0.405, 0.974, 0.165, 0.193, 0.545, 0.208, 0.516, 0.193, 0.200, 0.208, 0.141, 0.266, 0.218, 0.104, 0.264, 0.511, 0.178]}

---

{"formula": "C21H21N4O2RuS", "method": "the ωB97M-V functional and the def2-TZVPD basis", "de_lowest_kcal_mol": 22.8, "homo_lumo_gap_ha": [0.28913, 0.25346], "total_energy_ha": -1674.87231, "multiplicity": 2, "max_force_ev_per_a": 1.256, "total_charge": 2, "elements": ["Ru", "S", "O", "O", "N", "N", "N", "N", "C", "C", "C", "C", "C", "C", "C", "C", "C", "C", "C", "C", "C", "C", "C", "C", "C", "C", "C", "C", "C", "H", "H", "H", "H", "H", "H", "H", "H", "H", "H", "H", "H", "H", "H", "H", "H", "H", "H", "H", "H", "H"], "coordinates": [[0.41, 0.04, 0.02], [-0.17, 0.70, -4.43], [2.07, -0.17, 3.85], [0.93, -0.41, 2.00], [0.21, 0.05, -1.99], [2.98, 0.52, 1.86], [2.79, 0.70, 0.48], [-1.02, -1.38, 0.58], [-4.35, 0.20, 0.30], [-3.11, -2.17, -0.46], [-2.40, -1.18, 0.20], [-1.66, 3.05, 2.43], [-2.13, 1.11, 1.06], [-4.45, -1.97, -0.74], [-5.08, -0.79, -0.34], [1.88, -1.17, -4.99], [2.77, -2.09, -4.47], [-3.00, 0.02, 0.56], [3.27, 0.21, 4.56], [-0.50, 0.81, -2.77], [2.01, -1.66, -2.21], [2.84, -2.33, -3.09], [1.12, -0.72, -2.73], [-0.52, 3.34, 1.70], [-2.47, 1.96, 2.10], [1.97, -0.02, 2.56], [1.05, -0.48, -4.10], [-0.16, 2.50, 0.64], [-0.94, 1.38, 0.36], [0.67, 2.77, -0.01], [4.10, -0.43, 4.26], [-3.38, 1.77, 2.66], [-5.01, -2.73, -1.25], [1.84, -0.98, -6.05], [3.84, 0.82, 2.28], [-1.27, 1.48, -2.40], [-0.88, -1.22, 1.57], [-1.94, 3.70, 3.25], [3.04, 0.04, 5.61], [-4.82, 1.14, 0.58], [3.54, -3.06, -2.72], [0.08, 4.21, 1.93], [3.49, 1.26, 4.40], [-6.13, -0.64, -0.54], [-0.72, -2.33, 0.35], [3.43, 0.12, -0.05], [2.04, -1.89, -1.15], [2.96, 1.67, 0.23], [3.41, -2.64, -5.14], [-2.62, -3.10, -0.74]], "nbo_charge": [0.893, 0.562, -0.430, -0.674, -0.476, -0.467, -0.658, -0.720, -0.159, -0.251, 0.199, -0.153, 0.002, -0.167, -0.186, -0.172, -0.181, -0.131, -0.281, -0.091, -0.280, -0.159, 0.160, -0.206, -0.196, 0.939, -0.250, -0.269, -0.030, 0.225, 0.207, 0.245, 0.242, 0.252, 0.425, 0.258, 0.428, 0.246, 0.251, 0.234, 0.240, 0.240, 0.199, 0.244, 0.414, 0.402, 0.200, 0.405, 0.249, 0.226]}

---

{"formula": "C37H62N8OsP2S", "method": "the ωB97M-V functional and the def2-TZVPD basis", "de_lowest_kcal_mol": 0.0, "homo_lumo_gap_ha": 0.22291, "total_energy_ha": -3056.26042, "max_force_ev_per_a": 0.808, "total_charge": 2, "elements": ["Os", "S", "P", "P", "N", "N", "N", "N", "N", "N", "N", "N", "C", "C", "C", "C", "C", "C", "C", "C", "C", "C", "C", "C", "C", "C", "C", "C", "C", "C", "C", "C", "C", "C", "C", "C", "C", "C", "C", "C", "C", "C", "C", "C", "C", "C", "C", "C", "C", "H", "H", "H", "H", "H", "H", "H", "H", "H", "H", "H", "H", "H", "H", "H", "H", "H", "H", "H", "H", "H", "H", "H", "H", "H", "H", "H", "H", "H", "H", "H", "H", "H", "H", "H", "H", "H", "H", "H", "H", "H", "H", "H", "H", "H", "H", "H", "H", "H", "H", "H", "H", "H", "H", "H", "H", "H", "H", "H", "H", "H", "H"], "coordinates": [[-0.94, 0.04, 0.24], [-1.46, -0.05, 2.38], [2.25, -0.31, -0.76], [-2.57, -1.41, -0.73], [-2.10, 1.58, 4.85], [-2.13, 2.39, 1.53], [0.63, -0.15, -0.50], [-2.26, 2.20, 3.77], [2.67, 0.51, -2.11], [3.08, 0.37, 0.45], [-1.86, 1.85, 0.40], [2.55, -1.90, -0.92], [-2.58, 4.01, -0.56], [1.57, -2.97, -1.08], [2.69, 0.06, 1.84], [-2.69, 4.85, -1.65], [5.18, 0.06, 2.36], [3.60, 0.59, -4.37], [3.82, -0.64, 2.59], [-3.24, -4.15, -0.89], [5.00, 1.38, 1.61], [-2.01, 2.75, -0.72], [1.93, -3.86, -2.26], [-2.23, 4.46, -2.90], [-3.15, 3.92, 7.50], [-1.49, -3.51, 0.83], [-1.97, 1.61, 2.60], [3.94, -2.38, -0.76], [-2.88, 3.44, 6.23], [-4.65, 0.31, 0.12], [2.64, -0.13, -3.44], [-4.47, -1.85, 1.36], [-2.77, -1.28, -2.56], [3.23, 2.70, -3.08], [-1.65, 3.21, -3.05], [-2.39, 2.14, 6.12], [3.26, 2.07, -4.47], [-2.44, 1.84, 8.49], [2.27, 1.93, -2.17], [3.34, -4.42, -2.10], [-2.17, 1.34, 7.23], [-2.93, 3.13, 8.62], [4.35, -3.28, -1.91], [-3.67, -0.14, -3.04], [-2.10, -3.18, -0.53], [-1.42, -1.31, -3.28], [-4.25, -1.16, 0.01], [-1.54, 2.36, -1.96], [4.31, 1.18, 0.27], [2.91, -1.18, -3.33], [-1.78, 0.33, 7.11], [-4.04, -4.13, -0.15], [-4.38, 0.92, -0.74], [-2.20, -3.38, 1.64], [4.00, -2.93, 0.19], [-1.73, 0.63, 4.85], [-4.88, -1.66, -0.74], [-4.18, 0.75, 1.01], [-3.29, -2.21, -2.80], [1.86, -3.28, -3.18], [5.84, -0.59, 1.78], [4.44, 2.09, 2.23], [4.62, 0.46, -3.99], [2.28, 2.19, -4.94], [5.97, 1.84, 1.42], [-5.73, 0.38, 0.26], [4.23, 2.68, -2.63], [-5.43, -1.52, 1.75], [4.07, 2.14, -0.18], [-3.15, 3.52, 9.61], [1.56, -3.57, -0.16], [-1.33, -3.30, -1.30], [2.25, 2.35, -1.17], [-3.14, 5.83, -1.52], [3.61, -5.03, -2.96], [1.80, -0.58, 1.82], [5.34, -3.68, -1.71], [-1.55, -1.02, -4.32], [1.20, -4.67, -2.33], [-3.69, -0.15, -4.13], [3.87, -1.68, 2.25], [4.42, -2.69, -2.83], [3.57, 0.11, -5.35], [-4.49, -2.93, 1.29], [0.59, -2.52, -1.20], [-2.27, 1.23, 9.36], [3.57, -0.68, 3.65], [3.98, 2.59, -5.10], [-3.53, 4.93, 7.61], [-1.17, -4.56, 0.83], [-3.71, -1.56, 2.08], [3.37, -5.08, -1.23], [-3.05, 4.04, 5.35], [5.68, 0.24, 3.30], [-0.61, -2.89, 1.03], [-2.94, 4.32, 0.41], [2.91, 3.74, -3.13], [-2.33, 5.12, -3.75], [4.99, 0.66, -0.41], [-3.30, 0.84, -2.74], [-3.67, -3.97, -1.87], [1.25, 1.99, -2.57], [1.62, -0.08, -3.84], [-4.70, -0.25, -2.69], [-0.70, -0.61, -2.83], [-1.28, 2.89, -4.02], [-2.84, -5.17, -0.90], [4.62, -1.52, -0.68], [2.40, 0.98, 2.34], [-0.97, -2.30, -3.27], [-1.06, 1.40, -2.09]], "lowdin_charge": [0.979, 0.646, 0.628, 0.944, 0.062, 0.030, -0.345, 0.129, -0.181, -0.188, -0.206, -0.188, -0.012, -0.201, -0.201, -0.051, -0.170, -0.169, -0.158, -0.075, -0.176, -0.251, -0.175, -0.056, -0.047, -0.115, -0.725, -0.169, -0.007, -0.104, -0.181, -0.103, -0.503, -0.170, -0.071, -0.212, -0.188, -0.053, -0.200, -0.183, -0.016, -0.047, -0.168, -0.083, -0.522, -0.105, -0.506, -0.098, -0.175, 0.086, 0.119, 0.068, 0.056, 0.070, 0.125, 0.126, 0.122, 0.054, 0.102, 0.111, 0.112, 0.119, 0.122, 0.117, 0.125, 0.100, 0.116, 0.097, 0.102, 0.118, 0.130, 0.079, 0.107, 0.117, 0.120, 0.078, 0.124, 0.091, 0.119, 0.095, 0.098, 0.110, 0.122, 0.062, 0.057, 0.118, 0.116, 0.119, 0.118, 0.093, 0.029, 0.122, 0.115, 0.115, 0.035, 0.110, 0.122, 0.115, 0.113, 0.052, 0.075, 0.105, 0.121, 0.081, 0.024, 0.114, 0.096, 0.106, 0.123, 0.073, 0.047]}

---

{"formula": "C23H21Br2N4O2S2Se3TeY", "method": "the ωB97M-V functional and the def2-TZVPD basis", "de_lowest_kcal_mol": 8.9, "homo_lumo_gap_ha": 0.13812, "total_energy_ha": -14713.95873, "max_force_ev_per_a": 0.566, "total_charge": -2, "elements": ["Te", "Y", "Br", "Br", "Se", "Se", "Se", "S", "S", "O", "O", "N", "N", "N", "N", "C", "C", "C", "C", "C", "C", "C", "C", "C", "C", "C", "C", "C", "C", "C", "C", "C", "C", "C", "C", "C", "C", "C", "H", "H", "H", "H", "H", "H", "H", "H", "H", "H", "H", "H", "H", "H", "H", "H", "H", "H", "H", "H", "H"], "coordinates": [[-1.20, -3.55, -2.40], [-1.93, -0.64, -0.91], [-0.21, 1.71, 6.17], [5.08, -1.36, 4.77], [0.53, -3.45, -4.20], [-4.48, -2.05, -2.07], [-3.40, -3.49, -3.68], [-0.13, 0.67, -2.62], [-3.72, -2.61, -0.10], [0.12, -3.33, 0.49], [-0.04, -1.10, 0.27], [-2.37, 1.21, 0.49], [2.02, -0.89, -2.76], [2.15, 0.88, -1.31], [-2.99, 1.08, -2.20], [-3.28, 1.03, -3.51], [2.43, -3.02, 2.06], [-2.87, 2.34, -0.19], [-1.60, 2.63, 2.35], [1.45, 0.16, -2.20], [-0.90, 1.57, 4.39], [3.71, -0.95, -1.01], [-3.22, 2.28, -1.50], [3.48, -2.84, 2.94], [-3.83, 3.38, -2.22], [3.34, -1.39, -2.41], [-3.84, 2.05, -4.23], [3.49, 0.54, -0.86], [0.45, -2.18, 0.76], [1.74, -0.74, 2.40], [2.77, -0.56, 3.31], [3.64, -1.61, 3.55], [1.56, -1.97, 1.77], [-1.72, 0.24, 2.58], [-1.91, 1.38, 1.75], [-1.22, 0.32, 3.86], [-4.12, 3.26, -3.53], [-1.10, 2.71, 3.64], [-4.03, 4.30, -1.68], [-1.69, 3.54, 1.77], [2.90, 0.39, 3.82], [-4.58, 4.10, -4.06], [4.08, -1.02, -3.13], [-1.98, -0.73, 2.18], [4.17, -3.65, 3.15], [2.26, -3.97, 1.57], [4.76, -1.20, -0.79], [-4.04, 1.93, -5.29], [3.59, 0.84, 0.19], [1.44, -1.48, -3.38], [-0.85, 3.68, 4.06], [-3.10, 3.24, 0.37], [-1.09, -0.57, 4.45], [3.09, -1.47, -0.28], [4.24, 1.09, -1.44], [-3.04, 0.08, -4.00], [1.05, 0.06, 2.18], [1.61, 1.58, -0.82], [3.31, -2.48, -2.49]], "nbo_charge": [0.333, 1.621, -0.042, 0.001, -0.811, 0.056, -0.272, -0.273, -0.604, -0.650, -0.856, -0.789, -0.618, -0.599, -0.770, 0.086, -0.162, -0.210, -0.342, 0.373, -0.172, -0.424, 0.179, -0.266, -0.262, -0.219, -0.429, -0.212, 0.781, -0.184, -0.197, -0.096, -0.142, -0.257, 0.283, -0.243, -0.213, -0.219, 0.186, 0.210, 0.219, 0.182, 0.174, 0.217, 0.216, 0.241, 0.208, 0.195, 0.212, 0.464, 0.202, 0.162, 0.215, 0.230, 0.173, 0.198, 0.254, 0.425, 0.234]}